This record from the Open Molecules 2025 dataset describes a single C4H10N2 molecule. The level of theory is the ωB97M-V functional and the def2-TZVPD basis.

Bonds (Å) are listed after each position.
CARTESIAN COORDINATES (ANGSTROEM)
1 C 1.94 -0.52 -0.02  N2 1.446, H7 1.102, H8 1.090, H9 1.090
2 N 0.59 -0.78 -0.46  C1 1.446, C3 1.452, H10 1.014
3 C -0.48 0.03 0.08  N2 1.452, C4 1.514, C5 1.482, N6 1.431
4 C -1.68 -0.81 0.49  C3 1.514, H11 1.087, H12 1.086, H13 1.088
5 C -0.71 1.35 -0.57  C3 1.482, N6 1.516, H14 1.085, H15 1.082
6 N -0.25 1.20 0.87  C3 1.431, C5 1.516, H16 1.014
7 H 2.38 0.40 -0.43  C1 1.102
8 H 2.57 -1.36 -0.33  C1 1.090
9 H 1.97 -0.47 1.06  C1 1.090
10 H 0.52 -0.90 -1.47  N2 1.014
11 H -1.36 -1.54 1.23  C4 1.087
12 H -2.44 -0.17 0.92  C4 1.086
13 H -2.08 -1.33 -0.38  C4 1.088
14 H 0.03 1.74 -1.27  C5 1.085
15 H -1.71 1.72 -0.71  C5 1.082
16 H 0.72 1.46 0.99  N6 1.014

As for the SMILES: CN[C@]1(C)CN1. For the energy relative to the best compared isomer or geometry (same formula, charge and spin), the calculation gives 1.675 eV. As for the orbital gap: 0.3522 Ha.

Atom charges from the natural (NBO) analysis, given in e for atoms 1 to 6: C -0.41; N -0.64; C 0.23; C -0.60; C -0.28; N -0.60